No. 1
Density functional theory data (wB97M-V/def2-TZVPD) for a cluster of 3 separate species, C5H10BClO2 in total at a distorted geometry.

Its HOMO energy is -8.94 eV. Its SMILES is C/C(Cl)=C\CC=O.[H][H].B=O. The orbital gap comes out at 9.5 eV. As for the spin multiplicity: 1.

CARTESIAN COORDINATES (ANGSTROEM)
B -2.969 2.331 -0.205
C 1.435 2.255 -0.474
C -0.052 -1.845 1.423
C 1.448 0.681 -0.288
C 0.100 0.087 -0.445
C -0.484 -0.918 0.250
O 2.112 2.854 -1.240
O -1.777 2.579 -0.208
Cl -1.904 -1.486 -0.444
H 0.758 -2.707 -0.811
H -4.022 1.983 -0.001
H 0.659 2.671 0.267
H 0.349 -2.740 1.021
H -0.913 -2.082 2.028
H 0.715 -1.453 2.020
H 2.162 0.245 -1.117
H 1.898 0.558 0.691
H -0.375 0.387 -1.346
H 0.860 -3.401 -1.120

***

No. 2
Density functional theory data (wB97M-V/def2-TZVPD) for a cluster of 2 separate species, C5H10BNO in total at a distorted geometry.

The energy relative to the best compared isomer or geometry (same formula, charge and spin) is 4.508 eV. Its HOMO energy (alpha / beta) is -8.51 / -6.31 eV. The orbital gap (alpha / beta) comes out at 9.3 / 5.8 eV. As for the spin multiplicity: 1.

CARTESIAN COORDINATES (ANGSTROEM)
B -0.486 -1.436 0.134
C -1.739 0.396 -2.235
C -0.770 1.263 -2.440
C 0.618 -0.064 1.751
C -0.846 -0.329 2.128
C 2.009 -0.999 0.004
N 0.813 -0.903 0.573
O -1.399 -1.088 1.067
H -2.778 0.637 -2.408
H -1.525 -0.590 -1.846
H -0.948 2.264 -2.803
H 0.792 0.992 1.514
H 1.313 -0.367 2.539
H -0.939 -0.903 3.057
H -1.425 0.595 2.225
H 0.262 1.011 -2.251
H 2.127 -1.619 -0.864
H 2.851 -0.463 0.407

***

No. 3
Density functional theory data (wB97M-V/def2-TZVPD) for the molecule C5H10BNO at a distorted geometry.

The energy relative to the best compared isomer or geometry (same formula, charge and spin) is 5.214 eV. Its HOMO energy (alpha / beta) is -7.31 / -7.31 eV. The orbital gap (alpha / beta) comes out at 6.5 / 6.5 eV. As for the spin multiplicity: 1.

CARTESIAN COORDINATES (ANGSTROEM)
B -2.157 1.034 -0.834
C 1.537 -0.209 -0.515
C 1.133 0.625 0.656
C 0.254 -1.194 -0.721
C -0.359 0.398 0.901
C -0.562 -1.070 0.537
N -1.142 1.326 0.027
O -1.771 -1.561 0.322
H -2.943 0.713 -1.469
H 1.569 0.358 -1.362
H 2.562 -0.543 -0.576
H 1.631 0.315 1.629
H 1.413 1.677 0.522
H -0.192 -0.922 -1.633
H 0.560 -2.252 -0.764
H -0.750 0.643 1.892
H 0.128 -1.629 1.229
H -0.910 2.293 0.160

***

No. 4
Density functional theory data (wB97M-V/def2-TZVPD) for a structure of composition C5H10Br2O2 at a distorted geometry.

Its HOMO energy (alpha / beta) is -5.82 / -9.64 eV. As for the expectation value of S²: 2.007. The orbital gap (alpha / beta) comes out at 6.3 / 5.4 eV. As for the spin multiplicity: 3.

CARTESIAN COORDINATES (ANGSTROEM)
C -0.795 1.421 0.644
C -0.883 -1.170 0.682
C -0.365 0.151 -1.669
C -0.158 0.087 0.132
C 1.292 0.060 0.453
O -0.698 -0.981 -2.323
O 1.329 -0.055 1.798
Br 2.389 1.587 -0.035
Br 2.217 -1.557 -0.479
H -0.562 1.226 1.754
H -1.821 1.541 0.355
H -0.284 2.333 0.294
H -0.804 -1.612 1.746
H -0.403 -1.996 0.058
H -1.995 -1.122 0.483
H -1.165 0.813 -1.828
H 0.498 0.633 -2.111
H 0.025 -1.541 -2.056
H 2.184 0.181 2.101

***

No. 5
Density functional theory data (wB97M-V/def2-TZVPD) for the ion C5H10BrN2 with charge +1 at a distorted geometry.

As for the charge: +1. The energy relative to the best compared isomer or geometry (same formula, charge and spin) is 2.593 eV. Its HOMO energy is -14.94 eV. Its SMILES is CC1=N[C@@H](Br)[N@H+](C)C1. The orbital gap comes out at 11.5 eV. As for the spin multiplicity: 1.

CARTESIAN COORDINATES (ANGSTROEM)
C 0.204 1.196 0.022
C 0.393 0.041 -0.924
C -1.418 -0.160 0.729
C 1.048 2.513 -0.009
C 0.210 -2.087 0.341
N -0.688 1.082 0.931
N -0.480 -1.018 -0.299
Br -3.120 0.053 -0.115
H 0.053 0.242 -1.822
H 1.497 -0.273 -0.926
H -1.395 -0.864 1.633
H 0.449 3.205 -0.459
H 1.775 2.397 -0.778
H 1.449 2.682 0.905
H 0.977 -1.915 1.192
H -0.402 -2.982 0.890
H 0.691 -2.663 -0.416
H -1.243 -1.450 -0.897

***

No. 6
Density functional theory data (wB97M-V/def2-TZVPD) for a cluster of 5 separate species, C5H10Cl10 in total.

The energy relative to the best compared isomer or geometry (same formula, charge and spin) is 0.248 eV. Its HOMO energy is -10.88 eV. Its SMILES is ClCCl.ClCCl.ClCCl.ClCCl.ClCCl. The orbital gap comes out at 11.3 eV. As for the spin multiplicity: 1.

CARTESIAN COORDINATES (ANGSTROEM)
C -3.004 3.740 1.982
Cl -4.556 3.383 1.200
Cl -1.728 2.657 1.435
H -2.713 4.754 1.738
H -3.088 3.623 3.056
C 0.104 -0.279 0.295
Cl 1.222 -0.647 -1.028
Cl -1.588 -0.303 -0.278
H 0.159 -1.018 1.085
H 0.320 0.709 0.684
C 3.279 -1.959 1.771
Cl 3.161 -0.355 2.535
Cl 2.070 -3.054 2.431
H 3.050 -1.822 0.719
H 4.284 -2.349 1.876
C -4.431 -1.432 -1.421
Cl -5.625 -2.418 -2.266
Cl -5.212 -0.393 -0.190
H -3.723 -2.079 -0.916
H -3.870 -0.810 -2.109
C 4.268 -0.074 -2.503
Cl 3.956 1.645 -2.229
Cl 5.934 -0.359 -3.020
H 4.153 -0.683 -1.610
H 3.578 -0.478 -3.237

***

No. 7
Density functional theory data (wB97M-V/def2-TZVPD) for the molecule C5H10ClF at a distorted geometry.

The energy relative to the best compared isomer or geometry (same formula, charge and spin) is 0.131 eV. Its HOMO energy is -10.25 eV. Its SMILES is C[C@@H](Cl)C(C)(C)F. The orbital gap comes out at 11.2 eV. As for the spin multiplicity: 1.

CARTESIAN COORDINATES (ANGSTROEM)
C 0.263 -1.779 0.623
C -1.489 0.716 0.256
C 0.425 0.830 -1.490
C 0.915 -0.415 0.759
C -0.004 0.762 -0.033
F 0.432 1.936 0.648
Cl 2.584 -0.341 0.271
H 0.600 -2.475 1.398
H 0.458 -2.291 -0.365
H -0.824 -1.606 0.755
H -1.642 0.376 1.200
H -1.894 1.722 0.231
H -2.060 0.330 -0.552
H 1.138 1.593 -1.615
H -0.556 0.838 -2.118
H 0.798 -0.142 -1.734
H 0.858 -0.056 1.765

***

No. 8
Density functional theory data (wB97M-V/def2-TZVPD) for a structure of composition C5H10ClF3Mg2O5S at a distorted geometry.

As for the charge: +2. Its HOMO energy is -16.15 eV. The orbital gap comes out at 7.1 eV. As for the spin multiplicity: 1.

CARTESIAN COORDINATES (ANGSTROEM)
Mg 15.988 3.435 16.606
Mg 13.651 6.550 19.242
Cl 15.056 4.889 18.227
C 12.633 0.436 16.646
F 12.200 0.569 17.892
F 13.653 -0.412 16.624
F 11.661 0.018 15.857
S 13.138 2.096 16.037
O 12.193 3.008 16.628
O 14.491 2.314 16.691
O 13.191 2.047 14.643
C 11.963 4.145 20.102
O 12.259 5.586 20.023
C 11.102 6.438 20.321
C 11.578 7.834 20.670
O 12.762 8.194 19.899
C 13.205 9.568 20.152
H 12.429 3.766 21.014
H 12.383 3.633 19.245
H 10.894 3.988 20.193
H 10.554 6.043 21.175
H 10.450 6.391 19.449
H 11.797 7.915 21.735
H 10.756 8.514 20.435
H 14.011 9.785 19.458
H 13.562 9.706 21.173
H 12.370 10.244 19.981

***

No. 9
Density functional theory data (wB97M-V/def2-TZVPD) for a structure of composition C5H10ClN at a distorted geometry.

The energy relative to the best compared isomer or geometry (same formula, charge and spin) is 5.462 eV. Its HOMO energy (alpha / beta) is -7.86 / -7.51 eV. The orbital gap (alpha / beta) comes out at 7.7 / 7.5 eV. As for the spin multiplicity: 1.

CARTESIAN COORDINATES (ANGSTROEM)
C -0.725 2.042 -0.058
C -1.366 1.139 0.844
C 1.680 -1.344 0.331
C -1.565 -0.929 -0.397
C 1.744 -0.105 -0.501
N -1.727 -0.056 0.698
Cl 1.503 1.406 0.195
H -0.489 3.001 0.247
H -0.513 1.714 -1.134
H -1.538 1.387 1.878
H 0.883 -1.321 1.062
H 2.756 -1.337 0.784
H 1.545 -2.151 -0.485
H -2.357 -0.647 -1.175
H -0.521 -0.697 -0.766
H -1.577 -2.033 -0.116
H 2.268 -0.070 -1.409

***

No. 10
Density functional theory data (wB97M-V/def2-TZVPD) for the molecule C5H10ClN at a distorted geometry.

The energy relative to the best compared isomer or geometry (same formula, charge and spin) is 1.467 eV. Its HOMO energy is -8.70 eV. Its SMILES is ClCCN1CCC1. The orbital gap comes out at 9.8 eV. As for the spin multiplicity: 1.

CARTESIAN COORDINATES (ANGSTROEM)
C -2.223 0.270 0.568
C -0.961 0.908 -0.093
C 1.424 0.539 -0.712
C 1.958 -0.895 -0.268
C 0.632 -1.021 0.422
H -2.910 1.061 0.954
H -1.985 -0.447 1.342
H -1.314 1.534 -0.915
H -0.495 1.655 0.633
H 1.603 0.744 -1.768
H 1.565 1.403 -0.100
H 2.844 -0.893 0.355
H 2.175 -1.563 -1.177
H 0.134 -2.052 0.414
H 0.653 -0.546 1.448
N 0.018 -0.031 -0.497
Cl -3.118 -0.665 -0.607

***

No. 11
Density functional theory data (wB97M-V/def2-TZVPD) for a cluster of 2 separate species, C5H10ClN2O3 in total at a distorted geometry.

As for the charge: +1. The energy relative to the best compared isomer or geometry (same formula, charge and spin) is 0.000 eV. Its HOMO energy is -13.35 eV. The orbital gap comes out at 8.6 eV. As for the spin multiplicity: 1.

CARTESIAN COORDINATES (ANGSTROEM)
C 4.353 0.238 0.200
C -0.194 0.320 1.541
C -1.234 1.746 -0.763
C -0.274 -1.758 0.190
C -0.474 -0.275 0.266
N 3.787 -0.115 -1.064
N 2.485 -0.056 -1.341
O 3.785 0.478 1.200
O 1.717 0.529 -0.625
O -0.825 0.342 -0.802
Cl 6.098 -0.048 0.016
H -0.949 0.992 1.924
H 0.076 -0.418 2.244
H 0.659 0.920 1.526
H -1.687 2.079 -1.708
H -0.382 2.447 -0.646
H -2.067 1.842 -0.038
H 0.782 -2.118 -0.002
H -0.599 -2.090 1.187
H -0.881 -2.231 -0.626
H 4.258 -0.529 -1.840

***

No. 12
Density functional theory data (wB97M-V/def2-TZVPD) for a cluster of 2 separate species, C5H10ClNO2 in total at a distorted geometry.

The energy relative to the best compared isomer or geometry (same formula, charge and spin) is 3.624 eV. Its HOMO energy is -9.18 eV. Its SMILES is O=C1O[C@H]1Cl.CN(C)C. The orbital gap comes out at 9.8 eV. As for the spin multiplicity: 1.

CARTESIAN COORDINATES (ANGSTROEM)
C 0.265 2.423 0.503
C 0.749 -0.676 1.079
C 0.699 -0.358 -1.396
C -0.910 -1.609 -0.376
C -0.853 1.564 0.488
N -0.051 -0.461 -0.107
O 1.283 2.488 -0.047
O -0.550 2.986 1.329
Cl -2.041 1.937 -0.627
H 0.170 -0.535 1.939
H 1.039 -1.687 1.211
H 1.635 -0.012 1.140
H 0.993 -1.411 -1.669
H 0.132 0.155 -2.116
H 1.643 0.168 -1.191
H -1.375 -1.524 -1.437
H -0.237 -2.516 -0.379
H -1.639 -1.822 0.318
H -0.952 0.889 1.338

***

No. 13
Density functional theory data (wB97M-V/def2-TZVPD) for a cluster of 2 separate species, C5H10ClNO2S in total at a distorted geometry.

Its HOMO energy (alpha / beta) is -7.65 / -8.54 eV. As for the expectation value of S²: 2.010. The orbital gap (alpha / beta) comes out at 7.8 / 5.9 eV. As for the spin multiplicity: 3.

CARTESIAN COORDINATES (ANGSTROEM)
C 0.113 0.633 -1.194
C 0.709 0.193 1.212
C 0.087 -0.897 -1.324
C 0.610 -1.297 0.946
C 1.041 1.016 -0.078
N -0.359 -1.498 -0.060
O 0.826 2.435 0.255
O -2.733 0.592 0.454
S -1.880 -2.016 0.134
Cl -4.254 0.946 -0.010
H 0.526 0.958 -2.089
H -0.936 0.865 -0.903
H -0.270 0.590 1.545
H 1.508 0.213 2.017
H -0.396 -1.483 -2.184
H 1.224 -1.261 -1.263
H 1.648 -1.575 0.461
H 0.411 -1.913 1.832
H 2.181 0.990 -0.263
H -0.054 2.511 0.510

***

For each record above, in turn, the calculated electronic energy values are -22639.2342, -9557.8467, -9557.1399, -149520.8893, -78361.1733, -130571.3324, -20586.5966, -57971.0492, -19354.2278, -19358.2229, -26981.9702, -23451.3224, -34284.3502 eV.